# 1
145
Properties=species:S:1:pos:R:3 method="wB97M-V/def2-TZVPD" max_force_ev_per_a=5.20 total_energy_ha=-5385.6603 multiplicity=1 charge=-1 gap_ev=3.7
C -1.778 -2.887 -2.877
C -2.220 -3.907 -1.831
Cl -2.118 -5.562 -2.583
C -3.648 -3.716 -1.315
Cl -3.549 -2.912 0.312
Al -4.982 -2.765 -2.567
C -6.833 -3.615 -2.192
C -7.339 -4.308 -3.367
N -8.194 -3.824 -4.191
B -5.161 -0.689 -2.109
N -4.668 0.436 -2.879
O -5.828 -0.319 -0.922
H -2.290 -1.937 -2.754
H -0.706 -2.718 -2.772
H -1.935 -3.266 -3.877
H -1.506 -3.900 -1.014
H -4.051 -4.705 -1.127
H -4.654 -3.071 -4.101
H -6.714 -4.338 -1.382
H -7.532 -2.842 -1.883
H -6.905 -5.299 -3.543
H -8.354 -4.499 -4.935
H -4.703 0.219 -3.868
H -5.293 1.232 -2.768
H -5.340 0.410 -0.518
C -2.378 3.147 -3.647
C -1.833 4.223 -3.085
C -1.778 5.520 -3.796
O -1.283 6.506 -3.285
C -2.352 5.580 -5.165
C -2.905 4.509 -5.728
C -2.967 3.205 -5.012
O -3.484 2.237 -5.523
H -2.437 2.198 -3.127
H -1.422 4.199 -2.093
H -2.300 6.539 -5.667
H -3.336 4.531 -6.721
C -2.156 -4.836 -7.165
C -1.991 -5.455 -8.331
C -2.626 -4.945 -9.570
O -2.475 -5.511 -10.635
C -3.453 -3.719 -9.462
C -3.620 -3.098 -8.297
C -2.981 -3.605 -7.055
O -3.128 -3.043 -5.996
H -1.706 -5.191 -6.245
H -1.393 -6.352 -8.434
H -3.907 -3.367 -10.379
H -4.220 -2.203 -8.193
C -0.726 -4.586 2.246
C -0.371 -3.408 1.742
C 1.047 -3.102 1.436
O 1.378 -2.025 0.981
C 2.060 -4.148 1.723
C 1.709 -5.319 2.249
C 0.285 -5.630 2.543
O -0.035 -6.703 3.014
H -1.757 -4.830 2.469
H -1.093 -2.630 1.533
H 3.085 -3.891 1.489
H 2.433 -6.095 2.473
C 5.095 -1.601 5.685
C 5.353 -2.371 4.630
C 4.674 -2.133 3.329
O 4.885 -2.806 2.345
C 3.698 -1.019 3.250
C 3.437 -0.259 4.306
C 4.117 -0.486 5.599
O 3.876 0.237 6.546
H 5.577 -1.745 6.643
H 6.060 -3.190 4.663
H 3.217 -0.873 2.290
H 2.731 0.561 4.271
C 3.650 6.002 7.073
C 4.869 5.666 6.662
C 5.237 4.244 6.442
O 6.347 3.933 6.056
C 4.202 3.219 6.691
C 2.984 3.555 7.100
C 2.609 4.971 7.323
O 1.496 5.284 7.690
H 3.356 7.031 7.240
H 5.642 6.400 6.469
H 4.481 2.192 6.510
H 2.212 2.817 7.278
C -4.709 5.978 0.177
C -3.992 4.861 0.101
C -4.644 3.536 -0.075
O -3.992 2.517 -0.140
C -6.127 3.507 -0.165
C -6.842 4.626 -0.088
C -6.190 5.949 0.089
O -6.845 6.968 0.157
H -4.255 6.953 0.304
H -2.912 4.860 0.163
H -6.581 2.532 -0.296
H -7.923 4.630 -0.151
C 2.288 1.868 -0.947
C 3.594 1.614 -0.932
C 4.554 2.479 -1.663
O 5.745 2.252 -1.650
C 4.003 3.638 -2.412
C 2.698 3.893 -2.427
C 1.740 3.028 -1.694
O 0.552 3.266 -1.702
H 1.568 1.252 -0.423
H 4.016 0.776 -0.393
H 4.723 4.254 -2.936
H 2.273 4.733 -2.964
C 3.100 -11.748 1.569
C 3.747 -10.595 1.431
C 3.250 -9.355 2.081
O 3.840 -8.302 1.956
C 2.010 -9.450 2.887
C 1.362 -10.604 3.024
C 1.857 -11.845 2.378
O 1.274 -12.901 2.503
H 3.442 -12.665 1.106
H 4.654 -10.501 0.848
H 1.664 -8.531 3.344
H 0.454 -10.694 3.605
C 5.638 4.388 2.717
C 6.053 5.652 2.699
C 5.822 6.522 1.520
O 6.200 7.673 1.499
C 5.110 5.927 0.358
C 4.694 4.664 0.375
C 4.924 3.794 1.559
O 4.540 2.645 1.574
H 5.798 3.739 3.568
H 6.574 6.101 3.535
H 4.953 6.580 -0.492
H 4.174 4.210 -0.460
C -0.105 4.026 3.627
C -1.076 4.164 2.728
C -0.820 4.798 1.409
O -1.702 4.930 0.591
C 0.561 5.271 1.133
C 1.530 5.131 2.033
C 1.274 4.496 3.350
O 2.161 4.367 4.168
H -0.269 3.568 4.595
H -2.088 3.826 2.908
H 0.726 5.731 0.167
H 2.542 5.471 1.853

---

# 2
17
Properties=species:S:1:pos:R:3 method="wB97M-V/def2-TZVPD" max_force_ev_per_a=4.53 total_energy_ha=-471.6253 relative_energy_ev=3.693 multiplicity=1 charge=+1 gap_ev=8.9
C 3.902 0.000 0.132
C 2.631 0.323 -0.190
C 1.473 -0.436 0.259
C -1.886 -0.070 0.020
N -2.953 -0.569 0.640
N -1.606 -0.162 -1.263
N -0.993 0.599 0.733
O 0.953 -1.434 0.473
O 0.176 0.986 0.214
H 4.670 0.827 -0.014
H 4.331 -0.934 0.695
H 2.269 1.174 -0.719
H -3.696 -0.942 0.114
H -2.881 -0.785 1.658
H -2.254 -0.696 -1.983
H -0.638 0.085 -1.615
H -1.280 0.668 1.669

---

# 3
64
Properties=species:S:1:pos:R:3 method="wB97M-V/def2-TZVPD" max_force_ev_per_a=0.38 total_energy_ha=-2768.3141 relative_energy_ev=0.000 multiplicity=1 charge=0 gap_ev=6.7
Pt -0.406 0.074 0.113
O -2.852 -1.132 -0.597
C -1.789 -1.325 -0.070
C -1.459 -2.712 0.458
C -2.391 -3.739 0.360
C -2.074 -4.995 0.845
C -0.829 -5.233 1.422
C 0.101 -4.212 1.519
C -0.219 -2.947 1.037
P 0.831 -1.475 1.058
C 2.338 -1.880 0.121
C 3.301 -2.810 0.516
C 4.389 -3.084 -0.296
C 4.529 -2.438 -1.517
C 3.572 -1.524 -1.926
C 2.482 -1.246 -1.112
C 1.261 -1.154 2.801
C 1.952 -2.042 3.625
C 2.191 -1.734 4.954
C 1.740 -0.532 5.483
C 1.045 0.355 4.677
C 0.806 0.045 3.346
H -3.347 -3.530 -0.099
H -2.794 -5.800 0.774
H -0.586 -6.220 1.793
H 1.068 -4.410 1.964
H 3.216 -3.342 1.451
H 5.126 -3.809 0.024
H 5.378 -2.658 -2.151
H 3.659 -1.028 -2.883
H 1.724 -0.552 -1.456
H 2.301 -2.993 3.253
H 2.725 -2.437 5.579
H 1.924 -0.294 6.523
H 0.682 1.290 5.081
H 0.259 0.739 2.718
N 2.935 3.041 0.591
C 1.770 2.575 0.091
O 1.253 1.564 0.565
C 1.194 3.322 -1.073
I -0.023 4.945 -0.354
H 3.239 2.650 1.469
H 3.211 3.988 0.390
H 0.545 2.679 -1.652
H 1.981 3.747 -1.687
C -1.684 4.970 -4.087
C -1.916 3.479 -4.017
O -1.657 3.057 -2.672
P -1.959 1.523 -2.243
O -1.623 1.559 -0.752
Te -0.771 0.018 -3.582
O -3.533 1.405 -2.453
C -4.418 2.285 -1.729
C -4.950 1.634 -0.475
H -1.917 5.335 -5.088
H -0.644 5.212 -3.866
H -2.316 5.494 -3.369
H -1.247 2.933 -4.688
H -2.944 3.223 -4.284
H -5.225 2.510 -2.428
H -3.896 3.218 -1.501
H -5.424 0.682 -0.714
H -5.690 2.290 -0.012
H -4.145 1.447 0.231